9
Properties=species:S:1:pos:R:3:forces:R:3 method="wB97M-V/def2-TZVPD" orbital_gap_ha="0.22063 / 0.26661" e_above_lowest_kj_mol=429.5 lumo_ev="-1.722 / -0.779"
H 1.018899 -1.474623 0.579395 3.0 0.0 0.9
C 0.524586 1.494571 -0.285947 2.5 1.2 0.5
C 0.084261 -1.532388 0.198834 -2.2 1.0 0.0
H -0.353019 -2.415937 -0.152849 -0.3 -1.3 -0.1
H 1.385468 0.954295 -0.715340 -0.7 0.3 -0.6
H 0.552437 2.597798 -0.051393 -0.1 -1.3 -0.6
O -0.242237 0.841688 0.442510 -0.2 1.2 2.4
S -2.249814 0.021127 -0.285635 -0.8 -1.1 0.1
C -0.720582 -0.486533 0.270424 -1.1 0.0 -2.5


9
Properties=species:S:1:pos:R:3:forces:R:3 method="wB97M-V/def2-TZVPD" orbital_gap_ha=0.31667 e_above_lowest_kj_mol=363.9 lumo_ev=-0.518
H 0.515942 1.224661 1.251208 -3.1 -0.6 -2.6
H -1.216661 -0.284674 -0.583692 -0.1 -0.7 -2.7
H 1.554902 -0.702446 0.253174 1.8 -0.5 0.6
C -0.410881 1.002137 0.370469 5.4 3.6 3.4
C 0.714157 -1.195113 -0.155850 -1.9 2.0 -1.1
S 0.195555 -2.711710 -0.104748 0.4 0.5 0.0
C -0.160174 0.019147 -0.611800 -1.8 -4.8 1.4
O 0.213145 1.273229 -0.991937 -0.9 0.3 1.1
H -1.405984 1.374770 0.573176 0.1 0.2 -0.1